Record 1
DFT (wB97M-V/def2-TZVPD) results for a cluster of 2 separate species, C3H9N2O2 in total in a non-equilibrium geometry.

The geometry in XYZ format:
```
16
Properties=species:S:1:pos:R:3
N 1.132 1.602 -0.908
C 0.037 1.927 -0.002
C -0.933 0.747 0.116
N -1.802 0.921 1.279
H 1.325 0.572 -0.841
H 1.948 2.153 -0.750
H -0.498 2.834 -0.347
H 0.356 2.209 1.016
H -1.485 0.726 -0.885
H -0.360 -0.165 0.233
H -2.556 0.205 1.308
H -1.292 0.773 2.140
O 1.356 -1.021 -0.267
C 0.731 -2.155 -0.142
O -0.496 -2.360 -0.285
H 1.367 -3.026 0.118
```

Properties
Charge   -1
Frontier orbital gap   8.563 eV

Mulliken atomic charge list, values in e, 2 entries: -0.695, -0.401


Record 2
DFT (wB97M-V/def2-TZVPD) results for a cluster of 3 separate species, C3H9N2O2 in total in a non-equilibrium geometry.

The geometry in XYZ format:
```
16
Properties=species:S:1:pos:R:3
C -0.719 1.720 -0.025
C -1.472 1.280 0.998
N -0.628 0.487 1.761
C 0.573 0.445 1.219
N 0.530 1.154 0.113
H -0.896 2.353 -0.876
H -2.441 1.556 1.394
H -0.958 -0.014 2.569
H 1.353 -0.125 1.691
H 1.307 1.379 -0.492
H 0.508 -0.430 -3.131
H -0.164 -1.155 -1.856
O 0.385 -0.420 -2.177
H 1.458 -2.248 -0.571
H 0.592 -3.475 -0.326
O 0.571 -2.510 -0.292
```

Properties
Charge   +1
Frontier orbital gap   11.650 eV

Mulliken atomic charge list, values in e, 2 entries: -0.212, -0.323


Short version: energy above the lowest of the compared OMol25 structures with the same formula, charge and spin = 117.7, 63.9 kJ/mol, in the order given.
Short version: HOMO level = -4.21, -14.46 eV, in the order given.
Short version: total energy = -379.736455, -379.480468 hartree, in the order given.